15
Properties=species:S:1:pos:R:3:forces:R:3 method="wB97M-V/def2-TZVPD" homo_lumo_gap_ev=9.353 total_energy_ev=-20792.7614 lumo_ev=0.751 smiles="NNC(=S)[C@H]1C[C@@H]1F"
N 1.460013 -0.842190 1.896366 -0.1 0.5 0.6
N 0.656084 0.292868 1.818119 0.0 0.4 0.5
C -0.121825 0.693139 0.800068 -0.1 -0.1 -0.4
S -0.968415 2.114842 0.891294 0.0 -0.1 0.0
C -0.156676 -0.188950 -0.396975 0.1 0.2 0.1
C -1.396486 -0.225482 -1.289376 -0.3 -0.8 -0.2
C -0.177763 0.436179 -1.775676 -0.2 -0.9 0.4
F 0.561653 -0.199620 -2.731410 0.1 0.0 -0.1
H 0.914877 -1.671493 1.859407 -0.6 -0.7 0.0
H 2.131938 -0.862355 1.168040 0.7 0.1 -0.7
H 0.687833 0.899580 2.634873 0.0 -0.2 -0.4
H 0.408536 -1.112324 -0.353772 -0.1 0.1 0.0
H -1.619981 -1.232729 -1.706716 0.1 1.0 0.3
H -2.231418 0.407752 -0.978923 0.3 -0.3 -0.2
H -0.148370 1.490783 -1.835319 0.1 0.9 -0.1